Entry 1:
Entry from the Open Molecules 2025 dataset: a structure of composition C41H40BKN14O (ωB97M-V with the def2-TZVPD basis set).

```
98
Properties=species:S:1:pos:R:3:lowdin_charge:R:1
K -0.425 1.166 0.525 0.65
C -4.457 -1.844 -1.543 -0.07
C -3.207 -1.775 -0.886 -0.15
N -2.990 -1.033 0.164 0.15
C -4.012 -0.296 0.672 -0.16
C -5.301 -0.287 0.085 -0.18
C -5.490 -1.095 -1.063 -0.04
C -6.342 0.481 0.657 -0.09
C -6.083 1.191 1.804 -0.12
C -4.822 1.173 2.413 -0.05
C -3.749 0.457 1.878 -0.26
N -2.484 0.471 2.361 0.04
C -2.244 0.340 3.671 -0.25
C -3.086 -0.307 4.595 -0.05
C -2.711 -0.528 5.921 -0.13
C -1.504 -0.106 6.425 -0.11
C -0.627 0.592 5.562 -0.18
C 0.613 1.110 6.001 -0.04
C 1.395 1.836 5.151 -0.07
C 0.942 2.038 3.833 -0.16
N -0.179 1.538 3.379 0.09
C -0.977 0.825 4.207 -0.15
H -4.570 -2.468 -2.422 0.09
H -2.358 -2.347 -1.248 0.08
H -6.464 -1.106 -1.542 0.10
H -7.319 0.492 0.189 0.09
H -6.870 1.786 2.255 0.09
H -4.654 1.746 3.316 0.11
H -4.042 -0.678 4.248 0.10
H -3.400 -1.061 6.569 0.09
H -1.221 -0.282 7.456 0.08
H 0.919 0.932 7.028 0.10
H 2.341 2.257 5.469 0.09
H 1.517 2.640 3.135 0.08
C -3.448 2.352 -2.328 -0.03
C -2.604 1.200 -2.775 -0.36
C -2.886 0.224 -3.747 -0.02
C -1.826 -0.660 -3.685 -0.32
C -1.696 -1.979 -4.375 -0.01
N -0.964 -0.200 -2.753 0.02
N -1.460 0.925 -2.176 0.08
B 0.432 -0.632 -2.209 -0.54
N 1.644 -0.052 -3.000 0.01
N 2.780 0.061 -2.269 0.12
C 3.709 0.539 -3.075 -0.37
C 5.099 0.774 -2.575 -0.05
C 3.178 0.766 -4.357 -0.02
C 1.854 0.379 -4.266 -0.30
C 0.808 0.515 -5.324 -0.02
N 0.565 -2.167 -2.058 0.02
N -0.023 -2.712 -0.967 0.12
C 0.136 -4.020 -1.060 -0.37
C -0.407 -4.916 0.008 -0.05
C 0.855 -4.347 -2.227 -0.02
C 1.114 -3.132 -2.832 -0.30
C 1.952 -2.862 -4.039 -0.01
H -4.354 2.420 -2.933 0.07
H -3.750 2.226 -1.286 0.07
H -2.905 3.295 -2.408 0.07
H -3.771 0.130 -4.358 0.10
H -2.603 -2.169 -4.950 0.08
H -0.855 -2.017 -5.065 0.05
H -1.565 -2.787 -3.653 0.08
H 0.485 -0.132 -1.132 0.03
H 5.074 1.063 -1.524 0.06
H 5.712 -0.127 -2.655 0.07
H 5.589 1.567 -3.142 0.07
H 3.667 1.189 -5.220 0.09
H 1.232 1.068 -6.163 0.07
H 0.477 -0.449 -5.709 0.05
H -0.068 1.051 -4.959 0.08
H -1.008 -4.323 0.696 0.07
H -1.033 -5.706 -0.414 0.06
H 0.394 -5.398 0.575 0.06
H 1.177 -5.318 -2.568 0.09
H 2.399 -3.796 -4.381 0.07
H 1.370 -2.457 -4.867 0.06
H 2.746 -2.149 -3.817 0.07
N 6.596 1.599 3.346 0.16
C 6.159 0.335 3.088 -0.50
O 6.826 -0.642 3.376 0.04
C 4.811 0.233 2.439 -0.15
C 4.197 1.297 1.793 -0.01
C 2.927 1.117 1.264 -0.15
N 2.264 -0.032 1.349 0.08
C 2.867 -1.057 1.940 -0.11
C 4.135 -0.978 2.496 0.00
H 7.462 1.694 3.846 0.10
H 5.989 2.393 3.264 0.09
H 4.675 2.261 1.672 0.11
H 2.421 1.941 0.774 0.06
H 2.303 -1.982 1.974 0.11
H 4.596 -1.829 2.979 0.11
N 0.926 3.667 0.691 0.05
C 1.409 4.728 0.718 -0.41
N 2.033 5.871 0.647 0.01
C 1.998 6.728 1.642 -0.49
N 2.045 7.555 2.459 0.02
```

Properties
HOMO energy, eV: -1.581
ΔE to the lowest compared entry with this formula, charge and spin, eV: 1.157
Net charge: -2
LUMO, eV: 3.991
Multiplicity: 1
Frontier orbital gap, Eh: 0.205
Electronic energy, a.u.: -3053.26324

=====

Entry 2:
Entry from the Open Molecules 2025 dataset: a structure of composition C41H40CuN6O5S3Si (ωB97M-V with the def2-TZVPD basis set).

```
97
Properties=species:S:1:pos:R:3:lowdin_charge:R:1
Cu -0.168 0.279 0.447 0.10
S 0.010 1.175 2.603 0.69
C -1.572 0.791 3.212 -0.73
C -1.964 1.495 4.380 -0.32
N -2.244 2.093 5.327 0.12
C -2.400 -0.117 2.614 -0.74
S -1.982 -0.983 1.156 0.65
C -3.674 -0.387 3.174 -0.32
N -4.718 -0.632 3.604 0.12
C 3.399 -3.345 1.438 -0.10
C 2.317 -3.668 0.636 -0.07
C 1.277 -2.757 0.528 -0.14
N 1.273 -1.587 1.151 0.06
C 2.312 -1.279 1.919 -0.14
C 3.398 -2.125 2.096 -0.07
H 4.228 -4.034 1.552 0.09
H 2.280 -4.611 0.104 0.09
H 0.399 -2.985 -0.066 0.10
H 2.256 -0.321 2.423 0.05
H 4.217 -1.831 2.740 0.09
C -5.603 -4.651 -0.426 -0.05
C -4.353 -4.829 -1.231 -0.27
C -4.365 -4.693 -2.614 -0.04
C -3.198 -4.829 -3.350 -0.06
C -2.018 -5.110 -2.689 -0.29
C -1.979 -5.257 -1.311 -0.05
C -3.146 -5.112 -0.587 -0.02
S -0.532 -5.324 -3.619 0.64
O 0.065 -6.580 -3.228 -0.32
O -0.849 -5.140 -5.013 -0.31
N 0.516 -4.158 -3.111 -0.11
C 0.601 -2.912 -3.889 -0.23
C -0.297 -1.795 -3.362 -0.07
C 0.343 -1.147 -2.090 -0.63
O 1.564 -1.260 -1.966 -0.01
O -0.465 -0.486 -1.358 -0.14
H -6.486 -4.588 -1.061 0.07
H -5.526 -3.737 0.163 0.09
H -5.732 -5.470 0.283 0.08
H -5.297 -4.471 -3.119 0.11
H -3.186 -4.721 -4.427 0.11
H -1.038 -5.486 -0.826 0.12
H -3.131 -5.193 0.490 0.12
H 1.390 -4.574 -2.826 0.11
H 0.371 -3.156 -4.929 0.10
H 1.622 -2.542 -3.818 0.11
H -1.303 -2.149 -3.134 0.10
H -0.362 -1.001 -4.111 0.12
N -5.869 5.180 -1.578 0.14
C -5.015 4.479 -1.259 -0.19
C -3.964 3.602 -0.860 -0.23
C -3.061 3.974 0.133 0.00
C -2.054 3.086 0.472 -0.11
N -1.915 1.900 -0.104 0.07
C -2.780 1.541 -1.047 -0.12
C -3.818 2.351 -1.463 0.00
H -3.152 4.934 0.621 0.12
H -1.324 3.325 1.238 0.10
H -2.613 0.558 -1.474 0.10
H -4.505 2.038 -2.238 0.11
C 3.963 2.328 1.217 -0.10
C 3.119 3.490 0.681 -0.59
C 2.320 4.076 1.849 -0.10
C 4.070 4.565 0.143 -0.11
Si 1.968 2.724 -0.670 0.44
O 1.261 1.435 -0.124 -0.35
C 0.869 4.043 -1.514 -0.20
C 0.115 3.604 -2.607 -0.09
C -0.676 4.476 -3.339 -0.10
C -0.728 5.823 -3.000 -0.12
C 0.008 6.280 -1.918 -0.11
C 0.791 5.396 -1.187 -0.10
C 3.132 2.341 -2.137 -0.20
C 3.494 1.025 -2.430 -0.07
C 4.405 0.738 -3.439 -0.10
C 4.979 1.765 -4.174 -0.13
C 4.600 3.079 -3.927 -0.12
C 3.680 3.356 -2.925 -0.12
H 4.627 2.667 2.022 0.08
H 4.575 1.888 0.424 0.08
H 3.313 1.542 1.606 0.06
H 3.002 4.402 2.646 0.08
H 1.635 3.337 2.264 0.02
H 1.727 4.943 1.545 0.06
H 4.701 4.958 0.951 0.07
H 3.527 5.408 -0.293 0.06
H 4.729 4.158 -0.626 0.06
H 0.161 2.554 -2.879 0.11
H -1.253 4.110 -4.180 0.09
H -1.337 6.509 -3.577 0.09
H -0.030 7.328 -1.642 0.09
H 1.361 5.776 -0.347 0.07
H 3.032 0.221 -1.863 0.08
H 4.672 -0.291 -3.650 0.09
H 5.715 1.547 -4.941 0.08
H 5.025 3.888 -4.512 0.09
H 3.376 4.383 -2.754 0.10
```

Properties
HOMO energy (spin up / spin down), eV: -1.905 / -1.854
ΔE to the lowest compared entry with this formula, charge and spin, eV: 0.931
Net charge: -2
<S²>: 0.754
LUMO (spin up / spin down), eV: 3.880 / 3.880
Multiplicity: 2
Frontier orbital gap (spin up / spin down), Eh: 0.213 / 0.211
Electronic energy, a.u.: -5415.85430

=====

Q: Which formula does entry 1 have?
A: C41H40BKN14O